1.
The following is a DFT calculation (the ωB97M-V functional and the def2-TZVPD basis) of a single C5H8O molecule.

## Properties
HOMO: -9.08 eV
ΔE to the lowest compared entry with this formula, charge and spin: 2.301 eV
SMILES string: O[C@@]12CC[C@@H]1C2
Frontier orbital gap: 10.14 eV
Max |F|: 0.39 eV/Å
Molecular weight: 84.12 g/mol
Spin multiplicity: 1

The geometry in XYZ format:
```
14
C5H8O | the Open Molecules 2025 dataset | the ωB97M-V functional and the def2-TZVPD basis
O -1.653 -1.053 0.766
C -0.639 -0.232 0.290
C -0.815 0.274 -1.121
C 0.413 -0.496 -0.792
C 1.387 0.409 -0.026
C 0.481 0.253 1.211
H -2.472 -0.559 0.623
H -1.557 -0.351 -1.620
H -0.813 1.303 -1.471
H 0.671 -1.458 -1.215
H 2.417 0.065 0.063
H 1.394 1.439 -0.400
H 0.811 -0.651 1.743
H 0.374 1.059 1.948
```

---

2.
The following is a DFT calculation (the ωB97M-V functional and the def2-TZVPD basis) of a single C9H15ClF3O3PS molecule in a non-equilibrium geometry.

## Properties
HOMO: -9.49 eV
SMILES string: CCCS[P@](=O)(OCC)O[C@H]1CC(F)(F)[C@@]1(F)Cl
Frontier orbital gap: 10.00 eV
Max |F|: 4.07 eV/Å
Molecular weight: 326.70 g/mol
Spin multiplicity: 1

The geometry in XYZ format:
```
33
C9H15ClF3O3PS | the Open Molecules 2025 dataset | the ωB97M-V functional and the def2-TZVPD basis
O 0.712 -2.262 0.000
F -4.479 0.448 2.512
F -2.878 1.804 2.765
F -3.703 -0.046 0.001
Cl -1.880 1.937 0.204
O -1.007 -1.088 -1.354
O -0.460 -0.328 1.276
S 1.787 0.478 -0.736
C -2.013 -1.693 -3.309
C 4.922 1.331 -0.163
C -0.654 -1.637 -2.633
C 2.448 1.236 0.767
C 3.640 2.069 0.371
C -2.361 -0.545 2.667
C -3.172 0.621 2.238
C -2.711 0.414 0.747
C -1.819 -0.715 1.263
P 0.205 -0.900 -0.178
H -2.645 -2.311 -2.684
H -2.563 -0.753 -3.611
H -1.917 -2.289 -4.165
H 5.730 2.117 -0.280
H 5.175 0.547 0.462
H 4.863 0.908 -1.206
H -0.027 -0.967 -3.241
H -0.162 -2.593 -2.461
H 1.776 1.908 1.258
H 2.711 0.438 1.405
H 3.954 2.714 1.240
H 3.376 2.722 -0.415
H -1.704 -0.481 3.500
H -3.025 -1.360 2.939
H -2.118 -1.723 0.820
```

---

3.
The following is a DFT calculation (the ωB97M-V functional and the def2-TZVPD basis) of 2 unconnected molecules or ions with the total composition CH6NO2 in a non-equilibrium geometry.

## Properties
HOMO: -3.30 eV
ΔE to the lowest compared entry with this formula, charge and spin: 0.122 eV
Frontier orbital gap: 8.11 eV
Max |F|: 1.08 eV/Å
Total charge: -1
Molecular weight: 64.06 g/mol
Spin multiplicity: 1

The geometry in XYZ format:
```
10
CH6NO2 | the Open Molecules 2025 dataset | the ωB97M-V functional and the def2-TZVPD basis
N 0.620 -0.742 -1.525
C -0.223 0.195 -0.739
O -0.942 -0.417 0.242
H 1.472 -0.846 -0.975
H 0.231 -1.673 -1.369
H 0.421 0.999 -0.351
H -0.876 0.713 -1.483
H -0.712 0.376 1.405
H 0.360 0.420 2.571
O -0.351 0.975 2.225
```

---

4.
The following is a DFT calculation (the ωB97M-V functional and the def2-TZVPD basis) of a single C2H4N2O molecule in a non-equilibrium geometry.

## Properties
HOMO (alpha / beta): -8.94 / -8.94 eV
ΔE to the lowest compared entry with this formula, charge and spin: 5.612 eV
Frontier orbital gap (alpha / beta): 8.12 / 8.12 eV
Max |F|: 3.50 eV/Å
Molecular weight: 72.07 g/mol
Spin multiplicity: 1

The geometry in XYZ format:
```
9
C2H4N2O | the Open Molecules 2025 dataset | the ωB97M-V functional and the def2-TZVPD basis
C -0.582 -0.307 1.231
C 0.769 0.449 -0.817
N -1.654 -1.046 1.257
N -0.299 -0.081 -0.038
O -1.323 -0.832 -0.657
H -0.055 0.072 2.097
H 1.067 -0.281 -1.576
H 0.465 1.365 -1.330
H 1.612 0.662 -0.167
```

---

5.
The following is a DFT calculation (the ωB97M-V functional and the def2-TZVPD basis) of a molecular structure, C38H64FI2N9O7SSi in a non-equilibrium geometry.

## Properties
HOMO: -9.08 eV
ΔE to the lowest compared entry with this formula, charge and spin: 0.000 eV
Frontier orbital gap: 9.02 eV
Max |F|: 4.01 eV/Å
Molecular weight: 1091.95 g/mol
Spin multiplicity: 1

The geometry in XYZ format:
```
123
C38H64FI2N9O7SSi | the Open Molecules 2025 dataset | the ωB97M-V functional and the def2-TZVPD basis
C -3.393 1.515 3.821
C -3.824 2.443 2.700
O -3.137 3.685 2.740
C -1.811 3.625 2.258
C -1.652 4.543 1.048
O -1.318 3.918 -0.180
C -0.024 3.357 -0.311
C -0.202 1.861 -0.562
C 0.896 1.076 -1.376
C 1.216 1.979 -2.592
C 2.314 3.035 -2.530
C 2.058 4.156 -3.578
C 2.027 5.525 -2.943
O 1.041 6.294 -2.953
O 3.192 5.917 -2.339
C 0.079 -0.123 -1.997
I 1.204 -1.341 -3.385
C -0.884 -0.983 -1.126
C -0.910 -2.482 -1.378
I -2.965 -0.473 -1.534
C 2.090 0.778 -0.404
C 1.811 -0.277 0.669
C 1.864 -1.738 0.263
F 2.754 -0.051 1.699
Si 3.941 0.459 -1.106
C 4.209 0.206 -2.949
C 4.840 -0.944 -0.264
C 4.993 1.959 -0.661
O 2.362 2.058 0.258
S 1.766 2.747 1.575
O 0.913 1.863 2.365
O 0.728 3.770 0.828
H -4.141 0.747 3.994
H -2.447 1.025 3.584
H -3.232 2.119 4.712
H -3.700 1.977 1.723
H -4.877 2.690 2.818
H -1.146 3.967 3.053
H -1.532 2.608 1.985
H -1.012 5.395 1.276
H -2.640 4.971 0.880
H 0.370 3.874 -1.184
H -0.504 1.355 0.350
H -1.081 1.853 -1.207
H 0.285 2.508 -2.808
H 1.382 1.390 -3.494
H 2.395 3.497 -1.551
H 3.280 2.602 -2.773
H 1.095 4.039 -4.065
H 2.834 4.165 -4.341
H 3.710 5.158 -2.067
H -0.570 0.391 -2.701
H -0.796 -0.832 -0.057
H -1.645 -2.884 -0.682
H -1.291 -2.724 -2.364
H 0.034 -2.968 -1.157
H 0.850 -0.085 1.147
H 0.933 -2.234 0.521
H 2.625 -2.220 0.876
H 2.142 -1.925 -0.769
H 4.267 -0.860 -3.173
H 5.190 0.617 -3.197
H 3.488 0.624 -3.641
H 4.480 -1.923 -0.577
H 4.876 -0.869 0.818
H 5.871 -0.884 -0.621
H 6.035 1.757 -0.892
H 4.647 2.888 -1.102
H 4.917 2.097 0.419
C 1.900 9.479 -3.052
C 2.541 10.615 -3.696
N 3.049 11.508 -4.204
H 0.877 9.361 -3.401
H 2.435 8.557 -3.265
H 1.878 9.611 -1.972
C -7.077 -1.366 -1.081
C -6.325 -0.826 0.037
N -5.716 -0.407 0.913
H -7.725 -2.170 -0.754
H -7.698 -0.600 -1.536
H -6.399 -1.761 -1.839
C 5.101 -3.069 3.022
C 4.779 -3.913 1.882
N 4.523 -4.565 0.974
H 6.148 -2.772 3.008
H 4.500 -2.165 3.029
H 4.914 -3.587 3.960
C 4.315 1.543 4.928
C 4.777 0.171 5.040
N 5.125 -0.917 5.137
H 5.076 2.175 4.474
H 3.418 1.587 4.311
H 4.076 1.952 5.908
C -0.956 -6.373 -0.057
C -1.932 -5.680 -0.883
N -2.695 -5.127 -1.537
H -1.048 -7.449 -0.164
H 0.058 -6.093 -0.335
H -1.099 -6.129 0.994
C -10.664 -3.359 1.477
C -10.154 -2.143 0.866
N -9.764 -1.183 0.376
H -11.697 -3.522 1.175
H -10.072 -4.218 1.169
H -10.625 -3.282 2.562
C 1.443 -10.116 -1.822
C 1.074 -9.494 -0.560
N 0.788 -9.003 0.435
H 0.915 -11.059 -1.949
H 1.190 -9.463 -2.655
H 2.513 -10.311 -1.849
C 8.407 -5.025 3.403
C 8.932 -3.785 2.856
N 9.331 -2.801 2.425
H 7.374 -5.181 3.093
H 8.990 -5.882 3.070
H 8.427 -5.011 4.491
C -12.907 0.606 -1.445
C -13.448 -0.721 -1.207
N -13.863 -1.772 -1.011
H -12.104 0.824 -0.743
H -12.500 0.680 -2.452
H -13.677 1.367 -1.336
```

---

6.
The following is a DFT calculation (the ωB97M-V functional and the def2-TZVPD basis) of a molecular structure, C5H10BiO3 in a non-equilibrium geometry.

## Properties
HOMO (alpha / beta): -12.66 / -12.75 eV
ΔE to the lowest compared entry with this formula, charge and spin: 2.721 eV
Frontier orbital gap (alpha / beta): 6.45 / 6.23 eV
Max |F|: 3.63 eV/Å
Total charge: +1
Molecular weight: 327.11 g/mol
Spin multiplicity: 1

The geometry in XYZ format:
```
19
C5H10BiO3 | the Open Molecules 2025 dataset | the ωB97M-V functional and the def2-TZVPD basis
O 1.508 1.102 0.793
C 2.793 0.554 0.709
C 3.023 -0.115 -0.658
O 2.008 -1.010 -0.997
C -0.883 0.925 1.187
C -2.105 0.472 0.561
O -1.753 -0.464 -0.458
C -2.824 -1.147 -1.087
Bi 0.365 -0.371 -0.210
H 2.974 -0.193 1.512
H 3.559 1.343 0.842
H 4.019 -0.606 -0.637
H 3.084 0.699 -1.416
H -1.058 1.529 2.088
H -2.736 1.292 0.164
H -2.395 -1.757 -1.888
H -3.331 -1.799 -0.361
H -3.543 -0.427 -1.502
H -2.705 -0.026 1.357
```